Entry 1:
21
Properties=species:S:1:pos:R:3:forces:R:3 method="wB97M-V/def2-TZVPD" homo_ev=-8.7 e_lumo_ha=0.0365 smiles="C=C(CC)CC.O" total_energy_ev=-8495.185
C 1.625 -0.184 1.700 0.50 0.84 -0.25
C 1.195 -0.642 0.518 -0.92 -0.22 1.14
C 1.178 0.198 -0.722 -0.41 1.30 0.40
C 1.766 1.607 -0.563 -0.35 0.05 -0.97
C 0.545 -1.996 0.399 1.74 -1.51 -0.97
C 0.455 -2.899 1.632 -0.09 -0.06 0.00
H 1.655 0.887 1.880 0.81 0.01 -0.38
H 2.075 -0.747 2.508 -0.99 -0.50 0.19
H 0.148 0.370 -1.052 -0.03 -0.44 -0.20
H 1.728 -0.286 -1.526 -0.11 -0.42 -0.04
H 1.585 2.146 -1.500 -0.02 -0.05 -0.02
H 2.848 1.622 -0.452 -0.05 -0.04 0.57
H 1.217 2.176 0.183 0.37 0.01 0.31
H 1.223 -2.548 -0.274 -0.30 -0.03 -0.32
H -0.390 -1.980 -0.160 -0.11 0.55 0.16
H 0.596 -2.317 2.540 -0.37 -0.21 0.20
H 1.199 -3.683 1.612 0.72 0.11 0.03
H -0.443 -3.519 1.651 -0.40 0.60 0.15
O -5.298 3.162 -2.234 -0.48 -0.20 -0.70
H -6.213 2.850 -2.213 0.10 0.05 0.44
H -5.159 3.173 -3.192 0.38 0.14 0.26

***

Entry 2:
12
Properties=species:S:1:pos:R:3:forces:R:3 method="wB97M-V/def2-TZVPD" homo_ev=-9.5 e_lumo_ha=0.0059 total_energy_ev=-10822.307
C -0.516 -0.787 -1.015 -1.63 -1.96 2.87
N -0.612 -0.556 0.844 1.09 0.93 -2.30
C 0.150 0.329 1.493 0.27 0.49 0.51
C 1.141 1.069 0.601 -0.04 -0.15 -1.61
O -0.826 0.172 -1.904 0.21 0.35 0.09
O 0.145 0.641 2.688 -0.20 -0.50 -0.88
O 1.493 0.659 -0.494 0.16 0.74 1.44
H -0.187 0.163 -2.636 0.15 0.39 0.66
H -1.299 -1.006 1.438 -0.25 -0.16 -0.55
H -1.364 -1.452 -0.892 0.12 -0.27 -0.38
H 0.439 -1.294 -1.097 -0.12 0.30 -0.05
H 1.438 2.062 0.974 0.24 -0.17 0.19

***

Entry 3:
8
Properties=species:S:1:pos:R:3:forces:R:3 method="wB97M-V/def2-TZVPD" homo_ev=-9.4 e_lumo_ha=-0.0711 total_energy_ev=-27869.736
C 0.310 -1.439 0.124 0.32 1.27 1.20
C -0.037 -0.666 1.121 -0.60 -1.31 0.99
O 3.300 -0.751 -1.411 -0.26 -0.50 -1.02
O 0.772 -2.136 -0.651 0.18 -1.28 -1.55
S 3.761 -0.525 -0.075 0.28 2.35 1.23
S 3.814 1.347 0.433 0.04 -1.81 -0.21
H -0.020 0.402 1.076 -0.13 0.18 0.04
H -0.342 -1.293 1.997 0.17 1.09 -0.68

***

Entry 4:
105
Properties=species:S:1:pos:R:3:forces:R:3 method="wB97M-V/def2-TZVPD" charge=-1 homo_ev=-3.3 e_lumo_ha=0.0850 total_energy_ev=-209582.569
Tl 0.079 -0.912 -0.379 -0.10 0.03 -0.03
Cl -2.754 -3.503 -0.356 0.11 -0.04 -0.03
C -1.249 -4.235 -0.928 -0.19 0.02 0.05
C -0.098 -3.493 -0.841 -0.02 0.13 0.17
C 1.035 -4.083 -1.329 0.24 -0.08 -0.03
Cl 2.554 -3.164 -1.229 -0.05 -0.07 0.00
C 1.069 -5.348 -1.906 -0.01 -0.05 0.06
Cl 2.519 -6.017 -2.573 0.01 0.04 0.02
C -0.122 -6.069 -1.971 0.01 -0.02 0.04
Cl -0.147 -7.634 -2.702 0.01 -0.02 -0.02
C -1.299 -5.512 -1.471 0.01 -0.03 0.02
Cl -2.781 -6.402 -1.577 -0.01 0.01 0.00
Cl 3.240 1.111 -0.326 0.02 0.10 0.10
C 3.556 2.380 0.832 0.12 -0.09 -0.17
C 4.731 3.091 0.641 0.03 0.01 0.03
C 5.097 4.082 1.538 -0.01 -0.02 -0.03
C 4.288 4.340 2.633 0.01 -0.01 -0.02
C 3.116 3.621 2.805 0.00 0.09 0.08
C 2.707 2.642 1.901 -0.06 0.08 0.09
P 1.092 1.789 2.125 -0.06 0.22 0.27
C 1.929 0.345 3.038 0.02 0.01 -0.06
C 2.356 -0.788 2.357 -0.02 -0.07 -0.06
C 3.180 -1.732 2.952 0.00 -0.04 0.02
C 3.598 -1.562 4.261 0.01 -0.02 -0.02
C 3.195 -0.431 4.958 0.01 -0.01 0.04
C 2.383 0.511 4.348 -0.01 0.03 0.02
C 0.201 2.565 3.540 0.11 -0.06 -0.04
C -0.428 1.798 4.520 -0.01 0.01 0.02
C -1.326 2.375 5.408 -0.01 0.04 0.01
C -1.604 3.732 5.335 -0.03 -0.02 0.04
C -0.992 4.504 4.356 0.00 0.03 -0.01
C -0.110 3.923 3.460 -0.03 0.01 -0.03
H 5.354 2.849 -0.209 0.02 0.01 -0.01
H 6.013 4.637 1.383 0.02 0.01 0.00
H 4.565 5.098 3.354 0.01 0.02 0.01
H 2.499 3.830 3.669 -0.01 -0.01 -0.01
H 2.081 -0.942 1.322 -0.06 0.04 -0.02
H 3.495 -2.596 2.380 0.01 -0.02 0.00
H 4.241 -2.296 4.731 0.01 -0.01 0.01
H 3.523 -0.274 5.979 0.00 -0.01 0.01
H 2.108 1.395 4.909 0.01 0.02 -0.01
H -0.208 0.741 4.600 -0.01 -0.06 -0.02
H -1.800 1.763 6.165 -0.03 -0.01 0.01
H -2.301 4.184 6.029 -0.01 0.00 0.01
H -1.215 5.561 4.281 -0.01 0.01 0.00
H 0.324 4.516 2.665 0.02 0.00 -0.01
C 0.225 2.074 0.793 0.16 -0.47 -0.24
C -1.115 2.049 0.368 -0.11 0.05 0.06
C -2.089 1.049 0.636 0.01 -0.11 -0.02
C -3.382 1.097 0.125 0.02 0.03 0.04
C -3.800 2.158 -0.660 0.02 -0.02 0.00
C -2.874 3.171 -0.935 -0.10 -0.02 -0.09
C -1.586 3.110 -0.462 0.08 0.08 0.02
H -1.809 0.198 1.247 0.04 0.10 -0.11
H -4.064 0.286 0.357 -0.02 0.00 -0.01
H -4.807 2.202 -1.053 -0.02 0.00 -0.01
H -3.168 4.015 -1.551 -0.02 0.00 0.00
H -0.879 3.896 -0.706 -0.01 0.00 0.02
C -3.207 -1.567 5.091 -0.03 0.01 0.08
C -2.125 -2.041 4.184 0.00 -0.02 0.00
C -1.388 -3.201 4.145 -0.04 0.09 -0.03
C -0.537 -3.067 3.025 0.00 0.06 0.00
N -0.737 -1.905 2.423 -0.03 0.02 -0.11
N -1.711 -1.305 3.135 0.07 0.05 0.10
C 0.493 -4.028 2.544 0.03 -0.04 -0.03
H -3.114 -2.034 6.070 -0.01 -0.01 -0.01
H -4.194 -1.809 4.692 0.00 0.00 -0.01
H -3.159 -0.486 5.226 0.00 0.02 -0.01
H -1.452 -4.036 4.821 -0.01 -0.04 0.04
H -1.981 -0.357 2.916 0.00 -0.07 0.01
H 1.345 -4.046 3.226 0.02 -0.02 0.02
H 0.846 -3.743 1.555 0.01 0.03 -0.03
H 0.084 -5.038 2.481 -0.01 0.00 -0.01
C -3.514 1.964 -7.128 -0.03 0.00 -0.02
C -2.195 2.323 -6.896 0.05 0.01 -0.01
C -1.550 1.914 -5.735 0.02 -0.03 -0.05
C -2.221 1.145 -4.792 0.04 0.03 0.02
C -3.551 0.802 -5.024 -0.04 0.00 0.02
C -4.191 1.199 -6.188 -0.02 -0.01 0.00
As -1.429 0.550 -3.095 -0.10 -0.05 0.03
C -0.946 -1.255 -3.672 0.00 0.02 0.04
C -1.777 -2.363 -3.720 -0.03 -0.01 -0.03
C -1.258 -3.595 -4.092 -0.01 0.01 -0.07
C 0.094 -3.721 -4.389 -0.03 0.03 -0.09
C 0.934 -2.620 -4.320 -0.03 0.04 -0.04
C 0.417 -1.379 -3.966 0.01 -0.02 -0.02
C 1.184 -0.124 -3.842 0.03 -0.02 -0.01
C 2.549 0.022 -4.072 -0.02 -0.01 0.01
C 3.140 1.266 -3.922 0.04 0.01 0.00
C 2.391 2.361 -3.511 -0.01 0.03 0.02
C 1.036 2.218 -3.249 0.02 0.01 -0.01
C 0.432 0.985 -3.440 -0.03 0.04 0.05
H -4.014 2.281 -8.034 0.00 0.00 -0.01
H -1.658 2.920 -7.623 -0.01 0.00 -0.01
H -0.515 2.189 -5.574 -0.01 0.00 0.02
H -4.097 0.223 -4.287 0.02 0.01 0.01
H -5.223 0.916 -6.357 -0.01 0.00 -0.01
H -2.823 -2.281 -3.447 0.00 0.01 -0.01
H -1.901 -4.466 -4.122 -0.02 0.00 -0.02
H 0.500 -4.689 -4.653 0.00 -0.01 -0.03
H 1.991 -2.738 -4.526 0.02 0.00 0.00
H 3.149 -0.831 -4.363 0.01 -0.02 -0.01
H 4.203 1.377 -4.098 0.01 0.01 0.00
H 2.871 3.320 -3.361 0.00 0.01 0.00
H 0.461 3.057 -2.877 -0.02 0.00 0.00

***

Entry 5:
19
Properties=species:S:1:pos:R:3:forces:R:3 method="wB97M-V/def2-TZVPD" homo_ev=-7.4 e_lumo_ha=0.0358 total_energy_ev=-8459.504
C -0.804 -1.628 -0.617 0.03 -0.07 0.02
C -0.640 -0.114 -0.512 -0.01 0.03 -0.03
C -1.164 0.498 0.800 -0.21 -0.29 -0.01
C -0.454 2.088 0.282 0.09 0.29 0.05
O 0.850 1.672 0.013 0.00 0.01 0.01
C 0.813 0.400 -0.639 0.05 -0.18 -0.07
C 1.862 -0.468 0.044 0.02 -0.06 0.00
H -1.863 -1.903 -0.574 0.15 0.05 0.01
H -0.413 -1.988 -1.576 -0.04 0.05 0.16
H -0.283 -2.167 0.182 -0.06 0.10 -0.09
H -1.223 0.362 -1.305 0.07 -0.06 0.11
H -0.867 -0.187 1.628 -0.04 0.11 -0.07
H -2.244 0.636 0.831 0.17 0.00 -0.05
H -0.630 1.412 1.451 -0.01 0.00 -0.02
H -0.406 2.902 1.031 -0.02 -0.11 -0.01
H 1.066 0.522 -1.701 -0.04 0.01 0.13
H 1.588 -0.662 1.088 0.03 0.03 -0.16
H 1.987 -1.428 -0.467 -0.02 0.14 0.04
H 2.823 0.054 0.043 -0.14 -0.06 -0.02

***

Entry 6:
15
Properties=species:S:1:pos:R:3:forces:R:3 method="wB97M-V/def2-TZVPD" homo_ev=-9.8 e_lumo_ha=0.0232 smiles="C/C=C/[Si](O)(O)O" total_energy_ev=-17263.849
C 2.737 0.016 -0.127 -0.95 -1.60 2.45
C 1.248 0.398 0.114 0.55 0.36 -1.10
C 0.293 -0.524 0.072 -2.04 2.66 0.42
Si -1.513 -0.034 -0.004 -0.96 1.07 0.04
O -1.694 1.613 0.034 0.55 0.06 -0.28
O -2.415 -0.571 1.259 -1.81 0.36 -3.40
O -2.374 -0.446 -1.345 -0.66 -2.83 -0.89
H 3.206 0.181 0.875 0.11 -0.37 -0.75
H 3.278 0.615 -0.792 0.39 1.21 -1.13
H 2.923 -1.079 -0.460 -0.75 1.77 0.75
H 0.877 1.464 0.265 1.13 -1.23 -0.52
H 0.484 -1.525 0.144 0.92 -2.68 -0.43
H -2.360 2.067 -0.499 0.32 -0.48 0.18
H -1.966 -0.780 2.001 2.07 -1.06 3.84
H -2.723 -1.396 -1.538 1.15 2.75 0.81

***

Per-record energy relative to the best compared isomer or geometry (same formula, charge and spin), kcal per mole: 39.38 77.97 43.11 2.01 111.83 5.42
Per-record orbital gap, eV: 9.688 9.652 7.479 5.622 8.394 10.447